Record 1
# C4H5N3O

C4H5N3O in the gas phase at a distorted geometry (ωB97M-V with the def2-TZVPD basis set, OMol25).

Last column: Mulliken charge in e.
Cartesian coordinates (Å):
C: 0.130 0.719 2.064  -0.23
N: 1.106 0.860 0.943  -0.54
N: 0.679 0.705 -0.323  0.20
C: 1.175 -0.554 -0.779  -0.10
C: -0.043 -1.448 -1.040  -0.43
C: -1.096 -0.402 -1.095  0.47
O: -2.064 -0.318 -1.951  -0.62
N: -0.829 0.634 -0.139  -0.26
H: 0.876 0.955 2.955  0.29
H: -1.112 0.462 2.249  0.25
H: 2.362 -0.647 -0.999  0.31
H: 0.059 -2.559 -1.264  0.33
H: -1.243 1.592 -0.621  0.34

Computed properties:
* energy above the lowest of the compared OMol25 structures with the same formula, charge and spin: 192.0 kcal/mol
* SMILES: C=Nn1ccc(=O)[nH]1
* HOMO level: -9.2 eV
* maximum force: 7.8 eV/A
* LUMO: -0.18 eV
* frontier orbital gap: 0.3331 hartree

---

Record 2
# CHN3O2

2 unconnected molecules or ions with the total composition CHN3O2 at a distorted geometry (ωB97M-V with the def2-TZVPD basis set, OMol25).

Last column: Mulliken charge in e.
Cartesian coordinates (Å):
O: 2.052 -0.517 0.114  -0.44
C: 0.962 -0.866 -0.150  0.78
N: -0.081 0.782 0.433  -0.47
N: -1.221 0.539 -0.001  0.59
N: -2.014 -0.148 -0.417  -0.25
O: 0.053 -1.518 -0.520  -0.46
H: 0.249 1.727 0.541  0.24

Computed properties:
* energy above the lowest of the compared OMol25 structures with the same formula, charge and spin: 20.4 kcal/mol
* HOMO level: -10.9 eV
* maximum force: 1.8 eV/A
* LUMO: -0.02 eV
* frontier orbital gap: 0.4010 hartree

---

Record 3
# C15H40O5

5 unconnected molecules or ions with the total composition C15H40O5 at a distorted geometry (ωB97M-V with the def2-TZVPD basis set, OMol25).

Last column: Mulliken charge in e.
Cartesian coordinates (Å):
C: 4.666 5.714 2.011  -1.41
C: 4.675 4.413 1.233  0.56
C: 3.327 3.703 1.372  -1.08
O: 4.836 4.916 -0.067  -0.48
H: 3.819 6.300 1.606  0.31
H: 5.560 6.310 1.873  0.33
H: 4.611 5.630 3.074  0.40
H: 5.468 3.729 1.508  0.31
H: 3.219 3.204 2.342  0.33
H: 3.261 2.810 0.702  0.29
H: 2.506 4.433 1.095  0.26
H: 5.001 4.185 -0.700  0.28
C: -3.641 0.157 4.645  -1.35
C: -4.795 0.102 3.638  0.51
C: -4.818 -1.232 2.884  -1.02
O: -5.983 0.371 4.380  -0.54
H: -3.985 -0.414 5.507  0.36
H: -3.502 1.168 5.015  0.32
H: -2.755 -0.112 4.130  0.38
H: -4.628 0.914 2.901  0.21
H: -3.855 -1.339 2.372  -0.06
H: -5.620 -1.216 2.161  0.44
H: -4.831 -1.962 3.592  0.43
H: -6.750 0.264 3.829  0.30
C: 6.358 1.872 -4.260  -1.28
C: 6.824 2.964 -3.283  0.35
C: 7.347 4.103 -4.062  -1.22
O: 5.687 3.277 -2.500  -0.52
H: 7.083 1.711 -5.061  0.36
H: 5.372 2.163 -4.641  0.39
H: 6.239 0.964 -3.664  0.32
H: 7.574 2.550 -2.665  0.30
H: 6.617 4.409 -4.815  0.27
H: 8.221 3.663 -4.522  0.39
H: 7.545 4.983 -3.406  0.31
H: 4.922 3.255 -3.064  0.24
C: -0.066 -1.467 -0.629  -1.42
C: -1.407 -1.889 -0.085  0.85
C: -2.344 -0.745 -0.012  -1.06
O: -1.818 -2.864 -1.056  -0.55
H: -0.064 -1.619 -1.728  0.33
H: 0.718 -2.134 -0.307  0.35
H: 0.155 -0.393 -0.547  0.32
H: -1.260 -2.452 0.908  0.25
H: -3.328 -1.133 0.322  0.12
H: -2.478 -0.223 -1.007  0.30
H: -2.037 -0.064 0.810  0.34
H: -2.473 -3.448 -0.651  0.26
C: -4.798 -6.301 -2.180  -1.43
C: -4.761 -5.304 -0.978  0.71
C: -5.746 -5.641 0.166  -1.21
O: -3.453 -5.086 -0.397  -0.61
H: -5.835 -6.358 -2.622  0.35
H: -4.619 -7.280 -1.834  0.40
H: -3.976 -6.112 -2.885  0.37
H: -5.062 -4.338 -1.415  0.14
H: -6.023 -4.739 0.721  0.25
H: -5.339 -6.354 0.903  0.30
H: -6.681 -6.108 -0.177  0.36
H: -2.883 -5.912 -0.483  0.30

Computed properties:
* energy above the lowest of the compared OMol25 structures with the same formula, charge and spin: 50.6 kcal/mol
* SMILES: CC(C)O.CC(C)O.CC(C)O.CC(C)O.CC(C)O
* HOMO level: -9.8 eV
* maximum force: 3.2 eV/A
* LUMO: 0.66 eV
* frontier orbital gap: 0.3829 hartree

---

Record 4
# C4H10NO2

2 unconnected molecules or ions with the total composition C4H10NO2 (ωB97M-V with the def2-TZVPD basis set, OMol25).

Last column: Mulliken charge in e.
Cartesian coordinates (Å):
N: 1.784 -2.406 -1.876  -0.68
C: 1.128 -1.302 -1.189  -0.05
O: 0.377 -1.774 -0.109  -0.57
H: 1.197 -3.226 -1.783  0.26
H: 2.663 -2.624 -1.430  0.24
H: 1.889 -0.594 -0.863  0.22
H: 0.494 -0.775 -1.910  0.15
C: -0.981 2.063 -0.454  -1.02
C: -0.783 1.465 0.754  0.71
O: 0.076 0.549 1.018  -0.90
C: -1.622 1.925 1.951  -1.10
H: -1.739 2.830 -0.572  0.25
H: -0.401 1.787 -1.318  0.27
H: 0.129 -0.979 0.437  0.41
H: -2.565 2.395 1.648  0.31
H: -1.822 1.050 2.568  0.29
H: -1.055 2.633 2.562  0.22

Computed properties:
* energy above the lowest of the compared OMol25 structures with the same formula, charge and spin: 40.9 kcal/mol
* HOMO level: -2.8 eV
* maximum force: 0.4 eV/A
* net charge: -1
* LUMO: 4.24 eV
* frontier orbital gap: 0.2600 hartree

---

Record 5
# C23H36GeNO2S2Tl

A molecular structure, C23H36GeNO2S2Tl (ωB97M-V with the def2-TZVPD basis set, OMol25).

Last column: Mulliken charge in e.
Cartesian coordinates (Å):
Tl: -0.208 0.053 -0.266  0.57
C: 4.130 -2.521 -0.490  -1.93
C: 3.815 -1.850 0.845  1.35
C: 4.783 -2.328 1.933  -1.57
C: 2.380 -2.045 1.298  0.46
C: 1.826 -1.151 2.208  0.14
C: 0.510 -1.272 2.631  -1.08
C: -0.303 -2.298 2.156  1.03
C: -1.762 -2.376 2.524  -1.29
C: 0.265 -3.218 1.280  -0.92
C: 1.581 -3.096 0.856  -0.11
H: 5.136 -2.243 -0.817  0.42
H: 3.422 -2.208 -1.261  0.46
H: 4.103 -3.611 -0.398  0.38
H: 3.962 -0.773 0.718  -0.27
H: 4.679 -3.408 2.081  0.35
H: 4.580 -1.833 2.885  0.37
H: 5.820 -2.118 1.651  0.42
H: 2.423 -0.318 2.571  0.26
H: 0.108 -0.546 3.329  0.09
H: -2.370 -1.937 1.726  0.14
H: -1.966 -1.826 3.443  0.36
H: -2.082 -3.412 2.656  0.40
H: -0.345 -4.030 0.897  0.34
H: 1.972 -3.822 0.152  0.25
O: -2.699 -0.856 -0.352  -0.64
N: -3.125 -0.726 -1.577  0.26
C: -3.648 -1.814 -2.193  -0.18
C: -4.137 -1.780 -3.473  -0.77
C: -4.082 -0.575 -4.173  -0.11
C: -3.537 0.526 -3.555  -0.86
C: -3.038 0.491 -2.235  0.30
S: -2.351 1.835 -1.438  -0.37
H: -3.639 -2.703 -1.581  0.45
H: -4.550 -2.679 -3.909  0.36
H: -4.452 -0.508 -5.189  0.36
H: -3.469 1.479 -4.062  0.38
C: 1.519 4.687 2.708  -1.29
Ge: 1.549 3.172 1.431  0.60
C: 1.945 4.093 -0.286  -0.96
C: 3.287 2.296 1.791  -0.81
C: 0.068 1.976 1.288  -0.99
H: 2.484 5.202 2.658  0.34
H: 1.353 4.360 3.738  0.35
H: 0.734 5.401 2.444  0.36
H: 2.569 4.975 -0.109  0.46
H: 1.023 4.415 -0.780  0.35
H: 2.483 3.418 -0.958  -0.09
H: 4.098 3.004 1.592  0.46
H: 3.414 1.431 1.133  -0.24
H: 3.377 1.957 2.828  0.39
H: -0.769 2.326 1.906  0.36
O: 2.350 -0.506 -2.742  -0.76
S: 2.296 0.910 -2.245  0.80
C: 3.590 1.806 -3.201  -1.08
C: 2.916 2.965 -3.928  -0.50
C: 1.569 2.409 -4.386  -0.77
C: 0.959 1.777 -3.141  -0.46
H: 3.964 1.046 -3.888  0.48
H: 4.378 2.114 -2.513  0.37
H: 3.523 3.333 -4.758  0.36
H: 2.751 3.793 -3.235  0.24
H: 1.723 1.638 -5.146  0.29
H: 0.923 3.179 -4.808  0.39
H: 0.190 1.033 -3.342  0.35
H: 0.549 2.523 -2.456  0.20

Computed properties:
* spin multiplicity: 2
* energy above the lowest of the compared OMol25 structures with the same formula, charge and spin: 3.8 kcal/mol
* HOMO level (alpha / beta): -3.6 / -3.3 eV
* maximum force: 0.5 eV/A
* net charge: -1
* LUMO (alpha / beta): 2.53 / 2.53 eV
* frontier orbital gap (alpha / beta): 0.2244 / 0.2157 hartree

---

For the records above, the corresponding E values read -394.6616; -353.4007; -971.6352; -363.6592; -4148.9207 Ha.